Entry 1:
{"formula": "C23H25ErN2OSe", "method": "wB97M-V/def2-TZVPD", "homo_lumo_gap_ev": [5.9, 5.9], "multiplicity": 4, "total_charge": 0, "homo_energy_ev": [-6.95, -6.96], "symbols": ["C", "C", "C", "H", "C", "C", "H", "C", "C", "C", "H", "C", "C", "H", "H", "H", "H", "H", "H", "Er", "C", "C", "C", "H", "H", "H", "H", "H", "H", "C", "C", "H", "H", "O", "N", "C", "H", "C", "C", "H", "C", "H", "C", "H", "C", "H", "C", "H", "H", "H", "Se", "C", "N"], "positions_angstrom": [[0.0662, -3.6344, 0.7050], [-0.9696, -2.6996, 0.4686], [-0.6690, -1.9913, -0.7230], [-1.9208, -2.6502, 1.0018], [0.5540, -2.5210, -1.2629], [1.0103, -3.5309, -0.3512], [0.9896, -2.2687, -2.2249], [0.0685, -0.6839, 4.1137], [-1.0476, -1.1204, 3.3493], [-1.4366, -0.0526, 2.5009], [-1.5428, -2.0835, 3.4107], [-0.5620, 1.0624, 2.7254], [0.3872, 0.6441, 3.7295], [-1.3192, -1.2499, -1.1727], [1.9595, -4.0602, -0.4060], [0.0676, -4.3332, 1.5457], [1.2812, 1.2048, 4.0580], [-2.2065, -0.1021, 1.7433], [0.6044, -1.2973, 4.8512], [1.2925, -1.4100, 0.8411], [-0.2384, 2.0652, 1.6071], [0.6319, 3.2347, 2.0829], [-1.4894, 2.5078, 0.8717], [0.1723, 3.8090, 2.9144], [0.7948, 3.9411, 1.2539], [1.6179, 2.9042, 2.4385], [-2.2089, 2.9718, 1.5628], [-1.9883, 1.6566, 0.3980], [-1.2550, 3.2490, 0.1000], [0.5999, 1.0413, 0.7293], [1.4255, 1.0056, -0.5579], [-0.2139, 0.2623, 0.5171], [1.3648, 0.7242, 1.5053], [1.9587, -0.1999, -0.6706], [1.4054, 1.8257, -1.5868], [1.2838, 1.3171, -2.9768], [1.8841, 2.7097, -1.4809], [-0.1131, 0.8068, -3.2494], [-0.3395, -0.2789, -4.0985], [0.5164, -0.7452, -4.5971], [-1.6368, -0.7208, -4.3579], [-1.7966, -1.5595, -5.0345], [-2.7246, -0.0575, -3.7850], [-3.7353, -0.4228, -3.9657], [-2.5033, 1.0132, -2.9161], [-3.3417, 1.5215, -2.4492], [-1.2004, 1.4588, -2.6628], [-1.0315, 2.3655, -2.0793], [2.0165, 0.5295, -3.1673], [1.5204, 2.1523, -3.6317], [5.1379, -3.5176, 3.5518], [3.8700, -2.6697, 2.7259], [3.0093, -2.1231, 2.1054]], "mulliken_spin": [0.000, -0.006, -0.005, 0.000, -0.003, -0.005, -0.001, -0.001, 0.000, -0.002, 0.001, -0.001, 0.000, 0.000, 0.001, 0.001, 0.000, 0.001, 0.000, 3.039, 0.000, 0.000, 0.000, 0.000, 0.000, 0.000, 0.000, 0.000, 0.000, -0.003, -0.012, -0.001, 0.003, -0.005, 0.000, 0.000, 0.000, 0.000, 0.000, 0.000, 0.000, 0.000, 0.000, 0.000, 0.000, 0.000, 0.000, 0.000, 0.000, 0.000, -0.001, 0.001, -0.002]}

=====

Entry 2:
{"formula": "C3H7N3O", "method": "wB97M-V/def2-TZVPD", "homo_lumo_gap_ev": 9.7, "smiles": "C=NCC(=O)NN", "e_above_lowest_kcal_mol": 79.70, "total_charge": 0, "homo_energy_ev": -8.84, "symbols": ["C", "N", "C", "C", "O", "N", "N", "H", "H", "H", "H", "H", "H", "H"], "positions_angstrom": [[-1.1603, 1.3154, -1.3365], [-0.7390, 1.2901, -0.1380], [0.9513, 1.1212, 0.0576], [0.9577, -0.1758, 0.7753], [1.2519, -0.3310, 1.9557], [0.1450, -1.1426, 0.0976], [-0.3600, -2.2373, 0.8204], [-2.1353, 1.7832, -1.5388], [-0.5992, 0.9347, -2.2024], [1.3448, 1.0378, -0.9558], [1.3996, 1.9185, 0.6495], [0.2386, -1.2517, -0.9070], [-1.3595, -2.0778, 0.9663], [0.0643, -2.1848, 1.7561]], "lowdin_charge": [-0.116, 0.009, -0.036, -0.479, 0.050, -0.067, 0.018, 0.069, 0.066, 0.093, 0.111, 0.126, 0.081, 0.076]}

=====

Entry 3:
{"formula": "C2H3ClFNO2", "method": "wB97M-V/def2-TZVPD", "homo_lumo_gap_ev": 11.4, "smiles": "C[C@@](F)(Cl)[N+](=O)[O-]", "e_above_lowest_kcal_mol": 43.34, "total_charge": 0, "homo_energy_ev": -11.61, "symbols": ["C", "C", "F", "Cl", "N", "O", "O", "H", "H", "H"], "positions_angstrom": [[-1.1387, -0.0488, 0.1816], [0.2631, -0.4667, -0.0133], [0.6873, -1.1236, 1.1521], [0.5748, -1.4058, -1.4665], [1.2015, 0.7299, -0.0895], [0.6415, 1.7623, -0.3978], [2.3496, 0.5356, 0.1007], [-1.8880, -0.9294, 0.2556], [-1.1732, 0.6865, 1.0240], [-1.5179, 0.2599, -0.7469]], "lowdin_charge": [-0.071, -0.820, 0.005, 0.771, -0.414, 0.088, 0.128, 0.134, 0.121, 0.058]}

=====

Entry 4:
{"formula": "C27H55ClNO10", "method": "wB97M-V/def2-TZVPD", "homo_lumo_gap_ev": 6.1, "total_charge": 1, "homo_energy_ev": -10.49, "symbols": ["C", "C", "O", "C", "O", "C", "C", "C", "N", "C", "C", "C", "C", "Cl", "C", "H", "H", "H", "H", "H", "H", "H", "H", "H", "H", "H", "H", "H", "H", "H", "C", "O", "C", "C", "O", "C", "H", "H", "H", "H", "H", "H", "H", "H", "H", "H", "C", "O", "C", "C", "O", "C", "H", "H", "H", "H", "H", "H", "H", "H", "H", "H", "C", "O", "C", "C", "O", "C", "H", "H", "H", "H", "H", "H", "H", "H", "H", "H", "C", "O", "C", "C", "O", "C", "H", "H", "H", "H", "H", "H", "H", "H", "H", "H"], "positions_angstrom": [[2.6471, 4.7696, 5.0504], [1.8444, 3.4955, 4.8726], [2.3921, 2.7570, 3.7542], [1.6383, 1.7817, 3.2512], [0.5068, 1.5338, 3.5822], [2.3570, 1.0316, 2.1484], [1.7158, -0.3387, 1.8899], [2.7173, -1.4434, 1.5531], [3.1290, -1.3950, 0.1265], [4.0464, -0.4980, -0.2628], [4.4216, -0.4033, -1.5852], [3.8380, -1.2415, -2.5247], [2.8960, -2.1725, -2.0921], [2.1321, -3.2423, -3.1821], [2.5599, -2.2320, -0.7533], [2.0157, 5.5165, 5.5312], [2.9051, 5.1673, 4.0694], [3.5410, 4.6197, 5.6495], [1.9045, 2.8534, 5.7515], [0.7966, 3.7189, 4.6865], [2.2726, 1.6652, 1.2600], [3.4240, 0.9648, 2.3687], [1.1453, -0.6569, 2.7608], [1.0008, -0.2640, 1.0679], [3.6142, -1.3592, 2.1629], [2.2483, -2.4130, 1.7005], [4.4701, 0.1457, 0.4978], [5.1602, 0.3301, -1.8743], [4.1032, -1.1826, -3.5720], [1.8365, -2.9454, -0.3850], [-4.0052, -3.4800, -3.3721], [-2.9613, -3.9083, -4.2345], [-1.6893, -3.9431, -3.6255], [-1.2977, -5.3389, -3.1865], [-2.1300, -5.8292, -2.1554], [-3.1450, -6.7131, -2.6070], [-4.9506, -3.7262, -3.8491], [-3.9506, -3.9744, -2.4000], [-3.9636, -2.3947, -3.2289], [-1.6530, -3.2589, -2.7690], [-0.9636, -3.5936, -4.3696], [-0.2761, -5.3087, -2.7888], [-1.3040, -6.0152, -4.0471], [-2.7255, -7.6967, -2.8405], [-3.6562, -6.3209, -3.4882], [-3.8639, -6.8209, -1.7976], [-5.0609, -1.7047, -6.1090], [-6.0392, -1.4087, -5.1274], [-5.8471, -0.1597, -4.4878], [-6.7262, 0.9275, -5.0666], [-6.3987, 1.2183, -6.4128], [-7.2610, 0.6074, -7.3566], [-5.4340, -2.5383, -6.7017], [-4.8788, -0.8552, -6.7710], [-4.1182, -2.0048, -5.6406], [-4.7955, 0.1426, -4.5482], [-6.1027, -0.2910, -3.4313], [-6.5751, 1.8440, -4.4878], [-7.7792, 0.6420, -4.9791], [-8.2232, 1.1283, -7.3977], [-7.4331, -0.4457, -7.1235], [-6.7813, 0.6818, -8.3308], [8.2398, 2.2972, 4.4986], [9.0007, 1.5163, 3.5925], [8.4472, 0.2465, 3.3159], [7.7232, 0.2258, 1.9876], [6.5830, 1.0804, 1.9807], [6.8320, 2.3429, 1.3786], [8.6138, 3.3172, 4.4396], [7.1768, 2.2911, 4.2448], [8.3669, 1.9351, 5.5234], [7.7726, -0.0660, 4.1198], [9.2718, -0.4708, 3.2697], [7.3726, -0.7933, 1.7935], [8.4104, 0.5074, 1.1842], [6.8585, 2.2573, 0.2857], [7.7742, 2.7705, 1.7228], [6.0172, 3.0078, 1.6618], [-3.9411, 0.9320, 4.4659], [-4.6876, 1.2589, 3.3081], [-5.2855, 2.5444, 3.3598], [-4.4865, 3.5740, 2.5919], [-3.2071, 3.7920, 3.1638], [-2.1671, 3.0857, 2.5166], [-3.3314, 0.0624, 4.2251], [-3.2859, 1.7514, 4.7695], [-4.6058, 0.6756, 5.2977], [-5.4113, 2.8663, 4.3982], [-6.2786, 2.4622, 2.9090], [-5.0230, 4.5268, 2.6140], [-4.3885, 3.2644, 1.5461], [-1.9107, 3.5644, 1.5625], [-2.4417, 2.0444, 2.3323], [-1.2987, 3.1056, 3.1684]], "lowdin_charge": [-0.056, -0.194, 0.005, -0.495, 0.110, -0.079, -0.136, -0.086, -0.030, 0.008, 0.017, -0.016, -0.614, 0.791, -0.020, 0.083, 0.081, 0.076, 0.131, 0.116, 0.136, 0.112, 0.126, 0.131, 0.142, 0.132, 0.130, 0.131, 0.131, 0.149, -0.101, -0.192, -0.225, -0.217, -0.191, -0.099, 0.095, 0.088, 0.086, 0.123, 0.115, 0.103, 0.131, 0.091, 0.086, 0.092, -0.105, -0.200, -0.215, -0.208, -0.190, -0.107, 0.097, 0.087, 0.070, 0.126, 0.125, 0.125, 0.128, 0.090, 0.084, 0.090, -0.101, -0.184, -0.207, -0.202, -0.226, -0.102, 0.093, 0.081, 0.092, 0.128, 0.131, 0.120, 0.129, 0.084, 0.090, 0.090, -0.111, -0.192, -0.204, -0.204, -0.185, -0.115, 0.086, 0.084, 0.090, 0.128, 0.127, 0.127, 0.125, 0.090, 0.085, 0.061]}

=====

Per-record strongest force on any atom, eV/Å: 5.17; 3.39; 2.34; 0.48
Per-record electronic energy, hartree: -4492.615588; -357.922863; -843.189187; -2328.716525